The following is a DFT calculation (ωB97M-V/def2-TZVPD) of a cluster of 2 separate species, C45H34N4O2 in total at a distorted geometry.

Geometry as XYZ:
```
85
Properties=species:S:1:pos:R:3:forces:R:3
C 1.6756 -0.0393 2.6505 0.8 0.3 0.0
N 2.7179 0.8145 2.8977 0.3 0.5 0.3
O 3.9258 0.4051 2.8864 -1.0 -0.3 -0.3
O 2.4706 2.0198 3.1902 0.7 -1.0 -0.3
C 0.3337 0.3548 2.9085 -0.7 0.0 0.2
C -0.1207 1.7017 2.8632 -0.6 -0.1 0.3
C -1.4468 2.0021 3.1507 0.3 -0.1 -0.2
C -2.3738 0.9952 3.4489 0.2 -0.2 0.1
C -3.7614 1.3291 3.5765 -2.2 0.5 0.3
N -4.8961 1.6164 3.6376 2.3 -0.6 -0.1
C -1.9275 -0.3370 3.5592 0.0 0.0 -0.3
C -0.6065 -0.6526 3.2812 -0.1 0.3 -0.2
H 1.9324 -1.0730 2.4492 0.0 0.4 0.4
H 0.5709 2.5056 2.6329 -0.3 -0.4 0.0
H -1.7628 3.0461 3.1318 0.0 -0.3 -0.1
H -2.6359 -1.1140 3.8546 0.2 0.2 -0.1
H -0.2553 -1.6885 3.3724 -0.2 0.4 0.0
C 0.5574 2.3794 -5.5164 0.0 -0.1 0.0
C -0.5995 1.9893 -4.8278 0.2 -0.1 -0.1
C -0.7300 0.6689 -4.3984 0.2 -0.2 -0.2
C 0.2828 -0.2608 -4.6676 0.1 0.5 0.2
N 0.1445 -1.6002 -4.1750 -0.5 -0.2 0.2
C -0.1893 -2.6157 -5.1239 -0.3 -0.4 -0.3
C 0.7641 -3.1175 -6.0084 -0.2 -0.3 -0.2
C 0.4054 -4.0919 -6.9483 -0.1 0.0 0.2
C -0.9064 -4.5775 -6.9958 0.1 0.2 0.1
C -1.8686 -4.0647 -6.1175 0.2 0.0 0.0
C -1.5090 -3.0881 -5.1882 0.3 0.0 0.0
C 0.9297 -1.9287 -3.0348 0.0 0.0 0.3
C 0.3120 -2.0040 -1.7774 -0.1 0.0 -0.2
C 1.0662 -2.1738 -0.6342 0.5 -0.2 0.4
C 2.4939 -2.2599 -0.6878 -0.7 0.5 -1.0
C 3.2262 -2.5285 0.5038 1.0 -0.8 -0.2
C 4.4886 -3.1728 0.6223 -0.5 0.0 0.1
C 5.0791 -3.2108 1.9295 0.2 0.1 -0.1
C 6.3385 -3.7250 2.1272 -0.4 0.3 0.3
C 7.0726 -4.2582 1.0500 1.0 0.1 0.2
N 8.3937 -4.6428 1.2687 -1.2 0.2 -0.1
C 9.0348 -5.6230 0.4521 0.3 -0.5 -0.5
C 9.7333 -5.2288 -0.6890 -0.1 -0.2 -0.1
C 10.2793 -6.1961 -1.5364 0.0 0.0 0.1
C 10.1560 -7.5529 -1.2207 0.0 0.1 0.2
C 9.5422 -7.9420 -0.0231 0.0 0.2 -0.1
C 8.9773 -6.9776 0.8110 -0.1 0.3 -0.1
C 9.2298 -3.8295 2.0960 0.5 0.3 0.8
C 9.5627 -4.2447 3.3903 0.0 0.2 -0.2
C 10.4299 -3.4748 4.1713 0.0 0.0 -0.2
C 10.9882 -2.3072 3.6411 0.0 0.0 -0.1
C 10.6532 -1.8850 2.3476 -0.2 -0.3 0.1
C 9.7500 -2.6348 1.5862 0.1 -0.1 0.2
C 6.4772 -4.3453 -0.2248 -0.7 -0.1 -0.6
C 5.1987 -3.8457 -0.4335 0.5 0.1 0.2
C 3.0953 -2.0970 -1.9705 -0.1 -0.6 0.1
C 2.3165 -2.0725 -3.1241 0.3 0.1 0.4
C 1.4369 0.1294 -5.3429 -0.1 0.4 -0.2
C 1.5733 1.4516 -5.7814 -0.2 -0.1 0.1
H 0.6665 3.4130 -5.8507 0.0 -0.3 0.1
H -1.4083 2.7022 -4.6350 0.4 -0.2 -0.1
H -1.6066 0.3219 -3.8495 0.2 0.2 -0.2
H 1.7820 -2.7331 -5.9612 -0.2 -0.2 -0.1
H 1.1590 -4.4695 -7.6423 -0.3 0.1 0.2
H -1.1790 -5.3570 -7.7121 0.1 0.3 0.2
H -2.9009 -4.4248 -6.1535 0.4 0.1 0.0
H -2.2346 -2.6680 -4.4929 0.1 -0.1 -0.2
H -0.7778 -1.9305 -1.7411 0.4 0.1 0.1
H 0.5701 -2.2694 0.3327 0.1 0.1 -0.2
H 2.7482 -2.2786 1.4458 0.0 0.0 -0.1
H 4.5244 -2.7883 2.7713 0.2 0.0 -0.3
H 6.7882 -3.7311 3.1195 -0.2 0.1 -0.3
H 9.8131 -4.1633 -0.9107 0.0 -0.3 0.0
H 10.8030 -5.8770 -2.4423 -0.2 -0.2 0.3
H 10.5438 -8.3075 -1.9076 0.0 0.2 0.3
H 9.5045 -8.9958 0.2640 0.0 0.4 -0.2
H 8.4789 -7.2505 1.7428 0.1 0.0 -0.3
H 9.1192 -5.1638 3.7734 0.2 0.2 -0.1
H 10.6730 -3.7992 5.1888 -0.1 0.2 -0.4
H 11.6848 -1.7130 4.2380 -0.3 -0.2 -0.2
H 11.0905 -0.9804 1.9200 -0.2 -0.3 0.2
H 9.4448 -2.3126 0.5893 0.2 0.0 0.3
H 7.0691 -4.7711 -1.0445 -0.5 0.1 0.3
H 4.7261 -3.9563 -1.4118 0.3 0.0 0.4
H 4.1778 -1.9883 -2.0470 -0.3 -0.2 0.0
H 2.7649 -2.1493 -4.1114 0.1 0.4 0.3
H 2.2224 -0.6070 -5.5153 -0.2 0.4 -0.1
H 2.4691 1.7408 -6.3379 -0.3 0.0 0.3
```
Positions in Å, forces in eV/Å.

## Properties
Electronic energy   -57265.6574 eV
Lowest unoccupied orbital energy   -2.91 eV
Relative energy (zero: lowest compared OMol25 entry of this formula, charge and spin)   291.70 kJ/mol